(1)
An isolated ion of composition C9H18N3 and charge +1 at a distorted geometry. Source: the Open Molecules 2025 dataset; level of theory: ωB97M-V/def2-TZVPD.

Geometry as XYZ:
```
30
Properties=species:S:1:pos:R:3:nbo_charge:R:1
C -1.28369 -1.63645 0.08565 0.251
C -0.82729 -2.78031 -0.41696 -0.421
C -1.57387 0.72372 -0.00250 0.319
C -2.29383 0.90952 -1.33982 -0.645
C -1.16076 1.98663 0.70400 -0.630
C 1.68907 1.06518 0.01895 -0.595
C 0.84259 -0.53244 1.79034 -0.660
C 1.68461 -1.44138 -0.40542 -0.647
C 0.91013 -0.32160 0.26883 0.147
N -2.25423 -1.22745 0.93422 -0.088
N -2.41330 -0.01329 0.97501 -0.058
N -0.49837 -0.35258 -0.35294 -0.419
H -0.12515 -2.92246 -1.21732 0.235
H -1.33954 -3.66242 -0.16135 0.245
H -2.46670 -0.00272 -1.80300 0.231
H -1.64550 1.52185 -1.87152 0.230
H -3.32052 1.16916 -1.08580 0.266
H -0.53930 1.94251 1.65738 0.250
H -2.03613 2.43649 0.84874 0.247
H -0.67034 2.60502 0.06761 0.222
H 1.19482 1.56543 -0.72427 0.199
H 1.69750 1.77427 0.85976 0.231
H 2.64318 0.70878 -0.19054 0.236
H 1.10166 -1.65148 1.93463 0.229
H -0.11698 -0.30897 2.32790 0.239
H 1.48714 -0.00498 2.40718 0.246
H 1.89274 -2.32026 0.29587 0.251
H 1.20558 -1.80605 -1.25312 0.206
H 2.69922 -1.16237 -0.86407 0.249
H -0.22569 -0.25915 -1.29511 0.433
```

Values from the calculation:
* expectation value of S²: 2.025
* charge: +1
* spin multiplicity: 3
* energy: -517.50675 Eh
* orbital gap (alpha / beta): 8.777 / 7.214 eV
* LUMO (alpha / beta): -0.0976 / -0.2519 hartree
* energy above the lowest of the compared OMol25 structures with the same formula, charge and spin: 50.44 kcal per mole

---

(2)
A 2-piece molecular cluster, C9H18N3S overall at a distorted geometry. Source: the Open Molecules 2025 dataset; level of theory: ωB97M-V/def2-TZVPD.

Geometry as XYZ:
```
31
Properties=species:S:1:pos:R:3:nbo_charge:R:1
C -5.14460 1.06331 -0.69248 -0.058
C -5.47294 0.19068 0.24650 -0.105
C -3.26818 -0.17670 -0.30449 0.257
C 0.24435 0.44748 -0.12560 -0.519
C 0.90626 0.40459 1.16388 -0.498
C -4.35108 -1.63918 1.31461 -0.392
C 4.16678 -0.39500 -1.24881 -0.444
C 4.95252 0.00183 -0.03621 -0.252
C 2.69736 -0.60847 -0.94287 -0.521
N -3.84622 0.86326 -1.07109 -0.646
N -4.29881 -0.57251 0.42536 -0.476
N 4.38584 1.26031 0.55992 -0.853
S 2.00024 0.92195 -0.12538 0.810
H -5.65397 1.91229 -1.15720 0.228
H -6.40031 0.04176 0.75773 0.237
H -0.55894 1.18522 -0.29751 0.275
H 0.16810 -0.45509 -0.70619 0.245
H 0.63583 1.01235 1.99798 0.274
H 1.27735 -0.52842 1.55307 0.252
H -3.90864 -2.65306 0.87577 0.186
H -3.68579 -1.41762 2.19251 0.174
H -5.36010 -1.79726 1.73281 0.221
H 4.20929 0.35038 -2.12727 0.229
H 4.43344 -1.43402 -1.73657 0.261
H 5.96969 0.12078 -0.45500 0.212
H 5.03613 -0.75316 0.77564 0.217
H 2.54540 -1.66142 -0.53613 0.263
H 2.04713 -0.66002 -1.79714 0.244
H 4.81478 1.40387 1.45431 0.389
H 4.79125 2.11643 0.00128 0.384
H -3.33218 1.45547 -1.69145 0.406
```

Values from the calculation:
* expectation value of S²: 2.008
* charge: +1
* spin multiplicity: 3
* energy: -915.64863 Eh
* orbital gap (alpha / beta): 4.142 / 6.803 eV
* LUMO (alpha / beta): -0.0916 / -0.1496 hartree
* energy above the lowest of the compared OMol25 structures with the same formula, charge and spin: 21.30 kcal per mole

---

(3)
C9H18N5 as an isolated structure at a distorted geometry. Source: the Open Molecules 2025 dataset; level of theory: ωB97M-V/def2-TZVPD.

Geometry as XYZ:
```
32
Properties=species:S:1:pos:R:3:nbo_charge:R:1
C -0.15159 -0.45081 0.23016 0.117
C -0.59916 0.42793 2.49291 0.293
C 0.57449 -1.24008 -2.26971 0.645
C -0.22195 -1.92003 0.47794 -0.656
C -0.56803 -1.33866 -3.14322 -0.718
C -1.88309 2.45074 0.60398 -0.615
C 2.85428 -1.55014 -1.41203 -0.441
C -0.12228 1.46621 -0.88431 -0.149
C -0.47298 1.87056 0.51507 0.243
N -0.44205 0.50278 1.19405 -0.326
N 1.68316 -1.66064 -2.17894 -0.339
N 0.05001 0.13526 -0.96129 -0.348
N -0.45629 -0.66364 3.27581 -0.770
N 0.46812 2.78740 1.04498 -0.815
H -0.79563 1.35725 3.00593 0.207
H -0.18339 -2.45474 -0.46671 0.236
H 0.60677 -2.28038 1.09138 0.212
H -1.16662 -2.18723 0.95615 0.221
H -1.47452 -1.56691 -2.58874 0.263
H -0.71251 -0.37350 -3.63051 0.272
H -0.38771 -2.10470 -3.89713 0.273
H -2.60205 1.77554 0.14964 0.229
H -1.89771 3.39681 0.07179 0.246
H -2.16855 2.62759 1.63828 0.207
H 2.70255 -0.98868 -0.48755 0.214
H 3.61740 -1.05506 -2.01671 0.247
H 3.20611 -2.55853 -1.19219 0.239
H 0.03020 2.13128 -1.70237 0.229
H -0.75480 -0.60427 4.23307 0.420
H -0.37652 -1.58205 2.87825 0.412
H 1.42492 2.46658 1.03425 0.382
H 0.21941 3.18414 1.93779 0.370
```

Values from the calculation:
* charge: +1
* spin multiplicity: 1
* energy: -627.18675 Eh
* orbital gap (alpha / beta): 6.848 / 6.873 eV
* LUMO (alpha / beta): -0.0958 / -0.0955 hartree
* energy above the lowest of the compared OMol25 structures with the same formula, charge and spin: 47.73 kcal per mole

---

(4)
An isolated ion of composition C9H18N6 and charge +2 at a distorted geometry. Source: the Open Molecules 2025 dataset; level of theory: ωB97M-V/def2-TZVPD.

Geometry as XYZ:
```
33
Properties=species:S:1:pos:R:3:nbo_charge:R:1
C -2.13319 0.66999 2.64104 -0.644
C -1.62013 0.89883 1.21637 -0.449
C -0.50272 -0.01464 0.69783 0.296
N -1.00452 -1.32625 0.88294 -0.588
C -1.08174 -2.07752 -0.23420 0.702
N -1.59051 -3.31238 -0.34370 -0.734
N -0.66091 -1.29535 -1.27384 -0.585
C 0.01732 -0.08807 -0.83319 0.333
C 0.10339 1.03512 -1.79379 -0.460
C 1.37022 0.94410 -2.53340 -0.478
C 2.23259 -0.01145 -1.87235 -0.224
N 1.55882 -0.35973 -0.62291 -0.383
C 1.91108 0.00901 0.61711 0.688
N 3.09673 -0.10142 1.19939 -0.705
N 0.80115 0.09943 1.43120 -0.594
H -1.51128 0.10227 3.27461 0.199
H -3.07143 0.15258 2.70730 0.243
H -2.47626 1.51263 3.09885 0.263
H -1.26128 1.96631 1.20041 0.245
H -2.51573 0.87699 0.53117 0.260
H -1.28117 -1.59770 1.87086 0.463
H -1.92754 -3.76826 0.49021 0.441
H -1.85126 -3.74999 -1.24180 0.458
H -0.56937 -1.52649 -2.19642 0.433
H 0.22254 2.00217 -1.15838 0.257
H -0.80265 1.18319 -2.41409 0.278
H 1.41647 0.73554 -3.63079 0.269
H 1.84027 2.00301 -2.69300 0.265
H 2.28299 -0.98388 -2.38641 0.228
H 3.28783 0.23763 -1.61116 0.239
H 3.13215 0.12588 2.21407 0.435
H 3.83498 0.18329 0.69431 0.414
H 0.71623 0.49230 2.33068 0.436
```

Values from the calculation:
* charge: +2
* spin multiplicity: 1
* energy: -681.71464 Eh
* orbital gap (alpha / beta): 11.174 / 11.134 eV
* LUMO (alpha / beta): -0.2262 / -0.2276 hartree
* SMILES: CC[C@@]12NC(=[NH2+])N[C@@]13CCCN3C(=[NH2+])N2
* energy above the lowest of the compared OMol25 structures with the same formula, charge and spin: 0.00 kcal per mole

---

(5)
An isolated ion of composition C9H18NO2 and charge -1 at a distorted geometry. Source: the Open Molecules 2025 dataset; level of theory: ωB97M-V/def2-TZVPD.

Geometry as XYZ:
```
30
Properties=species:S:1:pos:R:3:nbo_charge:R:1
C -0.91282 -0.04388 2.26882 -0.605
C -1.15065 -1.13865 1.23976 -0.204
C -2.19689 -0.71183 0.20928 -0.618
C 0.13563 -1.71941 0.62710 -0.381
C 0.78667 -0.92455 -0.51821 -0.279
C 1.64107 -1.90566 -1.33190 -0.590
C 1.72778 0.15136 0.01932 -0.054
O 2.13512 1.08996 -0.92683 -0.473
N 1.03151 1.65261 -1.67078 -0.536
C 0.25412 2.41869 -0.75926 -0.368
C -0.59147 3.33697 -1.55632 0.470
O -1.73699 3.11637 -1.75453 -0.579
H -1.87598 0.19633 2.70859 0.191
H -0.23176 -0.37194 3.03899 0.193
H -0.56410 0.87009 1.80797 0.217
H -1.60006 -1.95062 1.80812 0.173
H -1.94500 -1.06406 -0.78106 0.212
H -3.16635 -1.12221 0.46525 0.191
H -2.28490 0.36073 0.12305 0.225
H 0.87742 -1.83461 1.41597 0.187
H -0.13872 -2.69187 0.23381 0.188
H 0.05368 -0.54022 -1.21170 0.244
H 1.94782 -1.46775 -2.27181 0.223
H 2.50946 -2.23663 -0.77208 0.181
H 1.03938 -2.78782 -1.53926 0.178
H 2.63560 -0.36059 0.33896 0.153
H 1.32535 0.60010 0.93057 0.136
H 0.87841 2.99265 -0.04192 0.148
H -0.45356 1.83321 -0.13048 0.105
H -0.12979 4.25321 -1.96942 0.074
```

Values from the calculation:
* charge: -1
* spin multiplicity: 1
* energy: -558.86014 Eh
* orbital gap: 5.417 eV
* LUMO: 0.1302 hartree
* SMILES: CC(C)C[C@H](C)CO[N-]CC=O
* energy above the lowest of the compared OMol25 structures with the same formula, charge and spin: 86.72 kcal per mole

---

(6)
C9H18NORb as an isolated structure at a distorted geometry. Source: the Open Molecules 2025 dataset; level of theory: ωB97M-V/def2-TZVPD.

Geometry as XYZ:
```
30
Properties=species:S:1:pos:R:3:nbo_charge:R:1
Rb 2.76196 -2.00024 -2.14248 0.993
C -0.53037 2.21065 -0.52244 -0.626
C 0.55916 1.14085 -0.28331 0.116
C 0.85543 1.05898 1.27217 -0.403
C -0.23231 0.29238 2.01146 -0.416
C -0.24275 -1.13492 1.45313 -0.398
C -0.59426 -1.17771 -0.10595 0.114
N 0.29509 -0.21103 -0.85154 -0.056
O 0.13048 -0.18556 -2.29638 -0.405
C -2.09204 -0.96986 -0.35644 -0.629
C -0.33379 -2.65158 -0.52991 -0.612
C 1.86547 1.70775 -0.94623 -0.612
H -0.14913 3.09595 -0.01353 0.226
H -1.52284 1.94550 -0.15800 0.220
H -0.60279 2.45112 -1.58312 0.231
H 0.94144 2.08431 1.63189 0.228
H 1.84963 0.65937 1.47205 0.202
H -1.20399 0.76975 1.88476 0.211
H 0.00381 0.32250 3.07515 0.231
H -0.87453 -1.80342 2.03800 0.235
H 0.76635 -1.53300 1.55966 0.192
H -2.45118 -1.36877 -1.30511 0.233
H -2.34926 0.08842 -0.31185 0.218
H -2.63297 -1.44715 0.46068 0.227
H -0.44215 -2.74208 -1.61072 0.219
H -0.95890 -3.44270 -0.11581 0.252
H 0.71569 -2.88495 -0.35036 0.160
H 1.57001 2.03825 -1.94201 0.232
H 2.73037 1.04453 -0.95907 0.183
H 2.16837 2.64264 -0.47470 0.232
```

Values from the calculation:
* expectation value of S²: 0.756
* charge: +1
* spin multiplicity: 2
* energy: -507.52753 Eh
* orbital gap (alpha / beta): 9.039 / 9.351 eV
* LUMO (alpha / beta): -0.1343 / -0.1512 hartree

---

(7)
C9H18O7PdS as an isolated structure at a distorted geometry. Source: the Open Molecules 2025 dataset; level of theory: ωB97M-V/def2-TZVPD.

Geometry as XYZ:
```
36
Properties=species:S:1:pos:R:3:nbo_charge:R:1
C 1.18465 -2.81517 1.58831 -0.659
C 1.44934 -2.73838 -0.02755 -0.231
C 0.09884 -3.18830 -0.90577 -0.604
C 2.10310 -1.33349 -0.56199 -0.463
C 1.73554 -0.00804 0.32949 0.044
O 2.90649 0.87909 0.02197 -0.621
S 2.55184 1.98938 -1.22663 2.250
O 2.82260 3.49750 -1.01082 -0.711
O 3.12181 1.73433 -2.64859 -0.757
O 0.91744 1.48471 -1.41714 -0.646
C 0.43048 0.92340 -0.14720 0.744
O -0.60994 -0.10765 -0.28743 -0.692
O -0.00578 1.81061 0.94161 -0.492
C -1.00862 2.79190 0.50270 -0.156
C -2.56922 2.31824 0.66707 0.047
C -3.24780 1.69305 -0.69662 -0.427
O -2.82397 1.38209 1.77395 -0.710
H 0.61597 -1.90098 2.04657 0.178
H 0.47516 -3.75907 1.76338 0.247
H 2.19042 -3.08811 2.16636 0.280
H 2.25131 -3.58835 -0.27138 0.285
H 0.06963 -2.54386 -1.90995 0.235
H 0.19706 -4.32620 -1.16085 0.283
H -0.89534 -3.03592 -0.29328 0.138
H 3.28291 -1.45851 -0.52823 0.303
H 1.78994 -1.16101 -1.68529 0.258
H 1.87518 -0.11423 1.51046 0.283
H -0.82718 -0.42901 0.63668 0.500
H -0.87434 3.74143 1.21380 0.285
H -0.87472 3.19069 -0.58889 0.250
H -3.19105 3.30748 0.91215 0.284
H -2.60281 1.83483 -1.66996 0.286
H -3.34721 0.51928 -0.50723 0.059
H -4.34873 2.09883 -0.86851 0.319
H -2.09427 1.39814 2.46253 0.520
Pd -2.74873 -0.99873 -0.12373 1.092
```

Values from the calculation:
* charge: +2
* spin multiplicity: 1
* energy: -1405.32052 Eh
* orbital gap: 2.426 eV
* LUMO: -0.5159 hartree

---

(8)
A 3-piece molecular cluster, C9H18O9 overall at a distorted geometry. Source: the Open Molecules 2025 dataset; level of theory: ωB97M-V/def2-TZVPD.

Geometry as XYZ:
```
36
Properties=species:S:1:pos:R:3:nbo_charge:R:1
C 2.21078 2.93275 1.30247 -0.243
O 2.20978 2.50375 -0.01053 -0.471
C 1.38778 1.60575 -0.39153 0.984
O 0.57278 1.17875 0.35747 -0.681
O 1.54478 1.23175 -1.61853 -0.496
C 0.63578 0.26975 -2.18653 -0.218
H 1.50378 3.33375 1.87947 0.194
H 2.79678 3.66575 1.27547 0.180
H 2.75078 2.19575 1.92147 0.182
H 0.83778 0.19475 -3.09553 0.169
H -0.37922 0.73875 -2.16953 0.197
H 0.84778 -0.68625 -1.63153 0.202
C 0.72978 -0.59325 2.98847 -0.242
O 1.21578 -1.24525 1.84447 -0.511
C 2.50978 -1.19825 1.49547 0.989
O 3.36378 -0.90225 2.33047 -0.688
O 2.76178 -1.60625 0.35547 -0.488
C 4.01178 -2.07925 -0.04253 -0.229
H -0.26822 -0.11125 2.76647 0.196
H 1.39878 0.26675 3.39047 0.200
H 0.67878 -1.30925 3.71047 0.181
H 4.14678 -2.78225 0.59547 0.188
H 4.54578 -1.17625 0.10847 0.202
H 4.14778 -2.18325 -1.21353 0.205
C -2.05522 -0.49825 0.39347 -0.277
O -2.59822 -0.84225 -0.93953 -0.507
C -3.79022 -0.41825 -1.24253 0.978
O -4.46322 0.28075 -0.45753 -0.694
O -4.19122 -0.68325 -2.46653 -0.493
C -5.57622 -0.24425 -2.74653 -0.234
H -0.94822 -0.81825 0.46447 0.233
H -2.65522 -1.14925 1.11947 0.192
H -2.18222 0.60575 0.61947 0.220
H -5.91022 0.58275 -2.27953 0.211
H -6.27422 -1.15125 -2.75153 0.189
H -5.51722 0.09075 -3.67553 0.179
```

Values from the calculation:
* charge: 0
* spin multiplicity: 1
* energy: -1030.72933 Eh
* orbital gap: 10.883 eV
* LUMO: 0.0258 hartree
* SMILES: COC(=O)OC.COC(=O)OC.COC(=O)OC
* energy above the lowest of the compared OMol25 structures with the same formula, charge and spin: 111.01 kcal per mole